This record from the OMol25 dataset describes 3 unconnected molecules or ions with the total composition H6O3. The level of theory is ωB97M-V with the def2-TZVPD basis set.

```
! RIJCOSX wB97M-V def2-TZVPD def2/J DEFGRID3
* xyz 0 1
O 1.60 0.80 0.92
H 1.60 1.39 1.69
H 2.04 1.48 0.24
O -0.95 0.41 -0.03
H -0.01 0.37 -0.06
H -1.19 0.61 0.89
O -0.81 -1.92 -1.37
H -1.77 -1.79 -1.52
H -0.52 -1.35 -0.76
*
```

Summary:
Gap between HOMO and LUMO ... 11.04 eV
Calculated total energy ... -6239.2816 eV
E_HOMO ... -0.3947 Eh
Relative energy (zero: lowest compared OMol25 entry of this formula, charge and spin) ... 22.4 kcal per mole
E_LUMO ... 0.300 eV
Structure (SMILES) ... O.O.O

This record from the OMol25 dataset describes 3 unconnected molecules or ions with the total composition H6O3. The level of theory is ωB97M-V with the def2-TZVPD basis set.

```
! RIJCOSX wB97M-V def2-TZVPD def2/J DEFGRID3
* xyz 0 1
H 0.47 0.45 0.78
H -0.12 0.97 -0.52
H -2.88 -0.89 0.18
H -2.69 0.28 -0.78
H 2.28 -1.13 -0.46
H 2.20 -0.35 0.84
O 0.68 1.00 0.01
O -2.36 -0.08 0.05
O 2.41 -0.25 -0.10
*
```

Summary:
Gap between HOMO and LUMO ... 9.85 eV
Calculated total energy ... -6238.5547 eV
E_HOMO ... -0.3418 Eh
Relative energy (zero: lowest compared OMol25 entry of this formula, charge and spin) ... 39.2 kcal per mole
E_LUMO ... 0.550 eV
Structure (SMILES) ... O.O.O

This record from the OMol25 dataset describes 3 unconnected molecules or ions with the total composition H6O3. The level of theory is ωB97M-V with the def2-TZVPD basis set.

```
! RIJCOSX wB97M-V def2-TZVPD def2/J DEFGRID3
* xyz 0 1
O 1.29 -0.33 1.11
H 1.83 -0.70 0.40
H 1.96 -0.13 1.79
O -2.71 -2.09 -0.36
H -2.10 -1.87 0.35
H -3.40 -1.42 -0.34
O 1.40 2.36 -0.94
H 1.40 1.90 -0.09
H 0.60 2.84 -1.11
*
```

Summary:
Gap between HOMO and LUMO ... 11.94 eV
Calculated total energy ... -6239.6952 eV
E_HOMO ... -0.4178 Eh
Relative energy (zero: lowest compared OMol25 entry of this formula, charge and spin) ... 12.9 kcal per mole
E_LUMO ... 0.577 eV
Structure (SMILES) ... O.O.O

This record from the OMol25 dataset describes 3 unconnected molecules or ions with the total composition H6O3. The level of theory is ωB97M-V with the def2-TZVPD basis set.

```
! RIJCOSX wB97M-V def2-TZVPD def2/J DEFGRID3
* xyz 0 1
O -2.27 -0.97 0.75
H -1.78 -0.16 0.67
H -1.64 -1.65 0.51
O -0.43 1.08 0.38
H -0.19 1.42 1.24
H 0.37 1.14 -0.13
O 1.89 -0.55 -0.87
H 2.50 0.18 -0.80
H 1.55 -0.50 -1.76
*
```

Summary:
Gap between HOMO and LUMO ... 10.93 eV
Calculated total energy ... -6239.7796 eV
E_HOMO ... -0.3904 Eh
Relative energy (zero: lowest compared OMol25 entry of this formula, charge and spin) ... 10.9 kcal per mole
E_LUMO ... 0.306 eV
Structure (SMILES) ... O.O.O

This record from the OMol25 dataset describes 3 unconnected molecules or ions with the total composition H6O3. The level of theory is ωB97M-V with the def2-TZVPD basis set.

```
! RIJCOSX wB97M-V def2-TZVPD def2/J DEFGRID3
* xyz 0 1
O -0.31 0.29 -0.78
H -1.24 0.10 -0.63
H 0.13 -0.56 -0.69
O 0.05 2.90 -1.13
H 0.27 3.16 -0.23
H -0.03 1.95 -1.09
O 0.62 -2.31 1.48
H -0.31 -2.29 1.69
H 0.82 -3.24 1.38
*
```

Summary:
Gap between HOMO and LUMO ... 10.90 eV
Calculated total energy ... -6239.8014 eV
E_HOMO ... -0.3873 Eh
Relative energy (zero: lowest compared OMol25 entry of this formula, charge and spin) ... 10.4 kcal per mole
E_LUMO ... 0.358 eV
Structure (SMILES) ... O.O.O

This record from the OMol25 dataset describes a molecular structure, H6O3Rb. The level of theory is ωB97M-V with the def2-TZVPD basis set.

```
! RIJCOSX wB97M-V def2-TZVPD def2/J DEFGRID3
* xyz 1 1
Rb 4.93 -0.39 15.60
O 3.31 -0.87 17.15
H 3.94 -0.40 17.70
H 3.01 -1.60 17.69
O 5.94 -1.57 17.06
H 6.01 -2.38 17.57
H 6.53 -0.96 17.50
O 5.04 1.35 14.36
H 5.15 2.14 14.88
H 5.40 1.56 13.50
*
```

Summary:
Gap between HOMO and LUMO ... 11.94 eV
Calculated total energy ... -6886.9326 eV
E_HOMO ... -0.5791 Eh
Relative energy (zero: lowest compared OMol25 entry of this formula, charge and spin) ... 91.1 kcal per mole
E_LUMO ... -3.816 eV

This record from the OMol25 dataset describes a molecular structure, H6O4Si2. The level of theory is ωB97M-V with the def2-TZVPD basis set.

```
! RIJCOSX wB97M-V def2-TZVPD def2/J DEFGRID3
* xyz 0 1
O -1.92 1.75 -0.10
O -1.23 -0.89 -1.49
O -1.63 -0.98 1.20
O 0.65 -0.05 0.25
Si 2.25 0.15 0.03
Si -0.90 -0.28 -0.04
H -2.04 1.98 0.81
H -1.69 -0.34 -2.12
H -1.46 -1.88 1.46
H 2.59 1.33 0.81
H 2.52 0.29 -1.40
H 2.84 -1.08 0.57
*
```

Summary:
Gap between HOMO and LUMO ... 9.96 eV
Calculated total energy ... -24046.4963 eV
E_HOMO ... -0.3595 Eh
Relative energy (zero: lowest compared OMol25 entry of this formula, charge and spin) ... 32.9 kcal per mole
E_LUMO ... 0.180 eV

This record from the OMol25 dataset describes 2 unconnected molecules or ions with the total composition H6O4Si2. The level of theory is ωB97M-V with the def2-TZVPD basis set.

```
! RIJCOSX wB97M-V def2-TZVPD def2/J DEFGRID3
* xyz 0 1
O -1.93 0.41 0.88
O 3.68 -0.64 -0.14
O 2.22 1.48 -0.06
O 0.95 -0.93 0.42
Si -2.77 -0.39 -0.27
Si 2.18 -0.14 0.07
H -1.08 0.03 1.13
H 4.39 -0.01 -0.28
H 1.43 1.99 0.06
H -1.87 -1.12 -1.17
H -3.49 0.65 -0.99
H -3.71 -1.33 0.35
*
```

Summary:
Gap between HOMO and LUMO ... 10.23 eV
Calculated total energy ... -24046.0351 eV
E_HOMO ... -0.3902 Eh
Relative energy (zero: lowest compared OMol25 entry of this formula, charge and spin) ... 43.6 kcal per mole
E_LUMO ... -0.388 eV
Structure (SMILES) ... O=[Si](O)O.O[SiH3]

> Among the records above, which one has the lowest E_LUMO?

H6O3Rb

> calculated total energy of number 7 (H6O4Si2)?

-24046.4963 eV

> Which of these has the highest calculated total energy?

number 2

> Look up the gap between HOMO and LUMO of the seventh one.

9.96 eV